#A
Formula: C4H12
Source: the Open Molecules 2025 dataset
Level of theory: the ωB97M-V functional and the def2-TZVPD basis

Atoms and positions in Å:
1 C -0.776 0.315 1.583
2 C 0.105 -0.078 2.740
3 H -0.262 0.099 0.589
4 H -1.631 -0.357 1.433
5 H -1.007 1.372 1.583
6 H 0.284 -1.149 2.794
7 H -0.446 0.242 3.641
8 H 1.079 0.416 2.680
9 C 0.143 -0.845 -2.277
10 C 0.463 0.589 -2.008
11 H -0.081 -1.516 -1.431
12 H -0.582 -0.891 -3.080
13 H 1.140 -1.299 -2.498
14 H -0.507 1.126 -1.763
15 H 1.101 0.858 -1.157
16 H 0.977 1.117 -2.830

Properties
- frontier orbital gap (alpha / beta) (eV) = 14.0 / 3.7
- multiplicity = 2
- net charge = +1
- LUMO (alpha / beta) (eV) = -2.92 / -11.53

Which charges does Löwdin predict for the atoms? In e, they are: C -0.08; C -0.10; H 0.10; H 0.11; H 0.09; H 0.08; H 0.12; H 0.10; C -0.06; C -0.09; H 0.12; H 0.10; H 0.15; H 0.15; H 0.09; H 0.13


#B
Formula: C4H12
Source: the Open Molecules 2025 dataset
Level of theory: the ωB97M-V functional and the def2-TZVPD basis

Atoms and positions in Å:
1 C -0.543 1.527 0.852
2 C -0.778 1.486 2.346
3 H -0.613 0.451 0.440
4 H -1.456 2.042 0.484
5 H 0.434 1.951 0.674
6 H -1.804 1.352 2.691
7 H -0.251 0.592 2.765
8 H -0.361 2.387 2.811
9 C 1.045 -1.035 -1.141
10 C 0.364 -1.911 -2.164
11 H 1.961 -1.365 -0.635
12 H 1.094 -0.039 -1.550
13 H 0.327 -0.872 -0.293
14 H -0.407 -2.500 -1.659
15 H 1.028 -2.687 -2.604
16 H -0.041 -1.378 -3.016

Properties
- frontier orbital gap (alpha / beta) (eV) = 14.0 / 4.4
- multiplicity = 2
- net charge = +1
- LUMO (alpha / beta) (eV) = -2.96 / -11.27

Which charges does Löwdin predict for the atoms? In e, they are: C -0.07; C -0.10; H 0.11; H 0.13; H 0.09; H 0.09; H 0.12; H 0.11; C -0.06; C -0.07; H 0.12; H 0.09; H 0.11; H 0.11; H 0.13; H 0.09


#C
Formula: C4H12
Source: the Open Molecules 2025 dataset
Level of theory: the ωB97M-V functional and the def2-TZVPD basis

Atoms and positions in Å:
1 C -1.089 -1.602 -0.097
2 C -0.028 -2.631 -0.215
3 H -0.878 -0.829 0.738
4 H -1.241 -1.062 -1.026
5 H -2.032 -2.056 0.269
6 H -0.439 -3.524 -0.739
7 H 0.325 -2.958 0.762
8 H 0.820 -2.293 -0.818
9 C -0.092 1.825 -0.031
10 C 1.233 2.443 0.300
11 H -0.929 2.347 0.432
12 H -0.281 1.718 -1.101
13 H -0.061 0.750 0.425
14 H 2.043 1.908 -0.194
15 H 1.444 2.475 1.366
16 H 1.204 3.491 -0.072

Properties
- frontier orbital gap (alpha / beta) (eV) = 14.1 / 4.8
- multiplicity = 2
- net charge = +1
- LUMO (alpha / beta) (eV) = -2.96 / -11.17

Which charges does Löwdin predict for the atoms? In e, they are: C -0.09; C -0.10; H 0.14; H 0.09; H 0.13; H 0.14; H 0.10; H 0.10; C -0.07; C -0.09; H 0.10; H 0.10; H 0.13; H 0.09; H 0.10; H 0.14


It comes down to #C, which is 0.0154 hartree more stable than the next structure.